57
Properties=species:S:1:pos:R:3:forces:R:3:mulliken_charge:R:1 method="wB97M-V/def2-TZVPD" max_force_ev_per_a=1.79 mol_weight_g_mol=519.3 orbital_gap_ev=9.923 homo_ev=-13.51 energy_ev=-57401.39725 de_lowest_kcal_mol=0.0 total_charge=+1
N -2.139195 2.359416 -0.899908 -1.2 -0.5 -1.2 -0.187
H -1.476246 2.924935 -1.443492 0.5 -0.2 0.5 0.282
H -2.495541 1.680840 -1.583424 0.1 0.0 0.0 0.359
H -2.961666 2.919357 -0.674532 0.2 0.1 0.3 0.423
H -1.831083 1.747784 -0.088639 0.5 0.5 0.4 0.038
N -3.224501 0.609708 3.271247 -0.1 -0.3 -0.1 -0.384
H -2.508145 0.518808 2.482354 0.5 0.4 -0.4 0.133
H -3.647403 1.533192 3.202252 0.0 0.0 0.2 0.363
H -2.715766 0.508557 4.148380 -0.2 0.0 0.1 0.396
H -3.948906 -0.101413 3.175098 0.0 0.0 0.2 0.391
C 0.680826 0.197590 2.118623 0.7 -0.8 0.4 -1.594
C -0.297299 0.533146 1.028905 0.5 0.0 -0.4 1.080
O 0.102556 0.481249 -0.144746 -0.5 0.1 0.3 -0.459
O -1.492923 0.910906 1.339577 -0.4 0.0 -0.1 -0.864
H 1.474635 -0.422917 1.703232 0.1 0.2 -0.2 0.300
H 0.328842 -0.411966 2.953452 -0.6 0.3 0.0 0.469
H 1.146286 1.089004 2.537053 -0.2 0.1 0.0 0.315
C 0.224213 1.137026 -3.398277 0.2 0.0 1.1 0.139
C 1.751777 1.212863 -3.400664 -0.3 -1.2 -0.9 0.488
O 2.025987 2.565603 -3.571881 0.2 0.1 0.5 -0.319
C 0.925274 3.311714 -3.314780 0.1 -0.2 -0.2 0.751
O 0.854973 4.484038 -3.313354 0.0 0.3 0.1 -0.477
O -0.135177 2.486808 -3.060146 -0.4 -0.2 -0.4 -0.380
F 2.249268 0.526538 -4.481924 -0.1 0.2 0.0 -0.332
H -0.153745 0.529011 -2.576892 0.1 -0.2 -0.1 -0.373
H -0.162191 0.789477 -4.354790 0.0 0.4 -0.1 0.312
H 2.214815 0.719606 -2.546844 0.2 0.7 0.3 0.203
C -1.643681 -2.292115 -1.797106 -0.2 1.0 0.3 -0.259
C -2.489996 -1.785576 -0.621062 0.6 -1.0 0.4 1.218
O -2.914172 -2.966715 -0.004628 0.0 0.2 -0.1 -0.406
C -2.743335 -4.031757 -0.856614 0.2 -0.1 -0.3 0.472
O -3.191601 -5.104942 -0.703976 -0.1 -0.1 0.2 -0.448
O -1.962018 -3.653632 -1.902427 -0.2 -0.1 -0.1 -0.360
F -3.608921 -1.058809 -0.947998 0.3 0.3 -0.3 -0.361
H -0.598224 -2.124229 -1.531249 0.1 -0.3 -0.1 0.192
H -1.861243 -1.741993 -2.712424 -0.1 -0.2 -0.1 0.347
H -1.870254 -1.238690 0.081079 -0.4 0.4 0.1 -0.395
C 3.187522 3.787806 1.537619 -0.2 0.3 -0.3 -0.495
C 2.013535 3.111993 0.824079 1.2 0.0 -0.1 0.416
O 2.125145 3.610391 -0.491522 -0.6 -0.2 0.2 -0.230
C 3.403135 4.054118 -0.706130 0.3 0.1 0.5 0.482
O 3.847537 4.346799 -1.750974 0.0 0.1 -0.5 -0.428
O 4.084026 4.078774 0.463811 -0.1 -0.3 0.1 -0.341
F 0.818836 3.428226 1.390747 -0.1 0.1 -0.3 -0.280
H 3.671173 3.154468 2.273455 0.1 0.0 0.0 0.294
H 2.884560 4.746041 1.961925 -0.2 -0.2 0.3 0.282
H 2.120865 2.028759 0.775662 -0.3 -0.1 0.1 0.216
C 1.304429 -4.197718 0.684102 0.5 0.1 -0.3 -0.056
C 1.659021 -4.156692 2.167813 -0.4 -0.2 -0.5 0.237
O 0.807316 -5.090002 2.741133 0.2 0.1 -0.1 -0.335
C -0.167061 -5.464451 1.842319 0.2 -0.4 0.2 0.611
O -1.078944 -6.146789 2.135823 -0.2 0.0 -0.1 -0.455
O 0.128023 -4.992224 0.609286 0.0 0.4 0.2 -0.301
F 1.347224 -2.915384 2.685203 0.2 0.1 0.1 -0.250
H 2.100154 -4.639104 0.082732 -0.1 -0.2 0.1 0.322
H 1.138130 -3.191337 0.297755 -0.3 0.0 0.1 -0.070
H 2.699168 -4.396124 2.365667 0.0 0.2 0.4 0.308